No. 1
This record from the Open Molecules 2025 dataset describes an isolated molecule of C25H29N3O5. The level of theory is the ωB97M-V functional and the def2-TZVPD basis.

```
62
C25H29N3O5 the ωB97M-V functional and the def2-TZVPD basis
C 5.959 1.296 -1.372
H 6.964 1.572 -1.057
O 5.692 0.062 -0.748
C 4.457 -0.485 -0.900
C 3.474 -0.018 -1.765
C 2.238 -0.641 -1.828
C 1.969 -1.741 -1.028
C 2.962 -2.226 -0.178
C 4.188 -1.608 -0.115
H 4.957 -1.968 0.548
H 2.755 -3.079 0.452
N 0.720 -2.387 -0.995
C -0.485 -1.873 -1.345
O -0.651 -0.872 -2.010
C -1.663 -2.652 -0.757
H -1.428 -3.711 -0.652
H -2.531 -2.530 -1.405
C -1.979 -2.067 0.643
N -2.392 -0.693 0.595
C -1.432 0.143 1.041
O -1.460 1.343 1.112
N -0.356 -0.669 1.497
C -0.662 -1.990 1.411
O 0.000 -2.932 1.778
C 0.927 -0.156 1.811
C 1.407 0.900 1.047
C 2.685 1.388 1.281
C 3.479 0.794 2.262
C 2.985 -0.256 3.008
C 1.703 -0.738 2.800
H 1.319 -1.560 3.381
H 3.604 -0.707 3.768
H 4.476 1.172 2.418
O 3.241 2.421 0.593
C 2.425 3.132 -0.312
H 3.036 3.957 -0.676
H 2.118 2.504 -1.154
H 1.536 3.531 0.184
H 0.777 1.318 0.282
C -3.666 -0.255 0.045
C -3.468 0.680 -1.148
C -4.823 1.069 -1.730
C -5.680 1.750 -0.668
C -5.864 0.835 0.539
C -4.510 0.435 1.119
H -3.977 1.321 1.465
H -4.646 -0.237 1.971
H -6.454 1.340 1.305
H -6.409 -0.063 0.235
H -6.654 2.013 -1.085
H -5.190 2.672 -0.348
H -4.677 1.740 -2.578
H -5.337 0.176 -2.096
H -2.945 1.573 -0.805
H -2.844 0.195 -1.899
H -4.184 -1.163 -0.286
H -2.721 -2.694 1.150
H 0.717 -3.204 -0.398
H 1.478 -0.264 -2.492
H 3.656 0.835 -2.399
H 5.936 1.211 -2.463
H 5.252 2.063 -1.044
```

Output
Net charge = 0
LUMO = 0.6 eV
Multiplicity = 1
Gap between HOMO and LUMO = 8.4 eV
ΔE to the lowest compared entry with this formula, charge and spin = 0.0 kJ/mol
Highest occupied orbital energy = -7.8 eV

=====

No. 2
This record from the Open Molecules 2025 dataset describes an isolated molecule of C25H29N5 at a distorted geometry. The level of theory is the ωB97M-V functional and the def2-TZVPD basis.

```
59
C25H29N5 the ωB97M-V functional and the def2-TZVPD basis
C 0.181 -0.397 -3.138
H -0.644 -0.931 -2.672
H 0.602 0.296 -2.414
H -0.197 0.155 -3.995
C 1.266 -1.374 -3.580
N 1.800 -2.101 -2.460
C 2.720 -1.682 -1.551
N 2.932 -2.594 -0.633
C 2.125 -3.641 -0.945
C 1.412 -3.352 -2.070
H 0.686 -3.917 -2.617
H 2.110 -4.527 -0.343
C 3.397 -0.357 -1.595
N 2.510 0.707 -1.134
C 3.056 2.015 -1.429
H 2.374 2.778 -1.060
H 4.043 2.178 -0.969
H 3.154 2.129 -2.509
C 2.160 0.556 0.279
C 0.690 0.730 0.500
C -0.163 1.568 -0.176
N -1.392 1.448 0.388
N -1.365 0.589 1.409
C -0.128 0.129 1.496
C 0.233 -0.826 2.541
C -0.256 -0.638 3.832
C 0.085 -1.522 4.837
C 0.914 -2.598 4.569
C 1.396 -2.812 3.284
C 1.043 -1.925 2.277
H 1.392 -2.114 1.274
C 2.269 -3.990 2.974
H 2.887 -3.787 2.102
H 2.910 -4.231 3.819
H 1.653 -4.864 2.760
H 1.186 -3.280 5.363
H -0.292 -1.370 5.839
H -0.898 0.207 4.031
C -2.580 2.088 0.035
C -3.684 1.966 0.876
C -4.871 2.590 0.556
C -4.992 3.351 -0.604
C -3.889 3.460 -1.437
C -2.692 2.837 -1.131
H -1.858 2.932 -1.809
H -3.962 4.039 -2.347
C -6.288 4.027 -0.932
H -7.089 3.293 -1.012
H -6.219 4.569 -1.872
H -6.560 4.729 -0.145
H -5.720 2.490 1.215
H -3.584 1.373 1.771
H 0.026 2.229 -0.995
H 2.707 1.286 0.897
H 2.460 -0.435 0.620
H 4.313 -0.424 -0.986
H 3.686 -0.126 -2.625
H 0.863 -2.099 -4.293
H 2.079 -0.827 -4.067
```

Output
Net charge = 0
LUMO = 0.7 eV
Multiplicity = 1
Gap between HOMO and LUMO = 8.6 eV
Highest occupied orbital energy = -7.9 eV